<P>
# C5H15N3

A structure of composition C5H15N3 (wB97M-V/def2-TZVPD, OMol25).

CARTESIAN COORDINATES (ANGSTROEM)
C -0.58 0.16 1.14
C -0.79 1.67 1.10
N -1.80 -0.59 1.47
H -2.20 -0.27 2.35
H -2.48 -0.47 0.73
H 0.14 -0.09 1.92
H 1.80 -0.30 0.77
H -1.44 1.94 0.26
H 0.15 2.21 0.97
H -1.25 2.03 2.02
C -0.23 -1.97 -0.65
N 1.94 -0.39 -0.25
C -0.01 -0.48 -0.63
N 2.42 0.91 -0.67
C -0.42 0.26 -1.67
H 2.68 -1.06 -0.48
H 1.64 1.52 -0.45
H 2.49 0.86 -1.69
H 0.70 -2.51 -0.84
H -0.92 -2.25 -1.44
H -0.62 -2.36 0.29
H -0.93 -0.16 -2.52
H -0.29 1.33 -1.73

## Properties
M in g mol⁻¹: 117.2
LUMO energy in Ha: 0.03590
Kohn-Sham gap in eV: 8.0

Here are the Mulliken charges for atoms 1 to 2, given in e: C 0.270; C -1.465


<Q>
# C5H15N3

A cluster of 2 separate species, C5H15N3 in total (wB97M-V/def2-TZVPD, OMol25).

CARTESIAN COORDINATES (ANGSTROEM)
C 0.43 0.69 2.24
N 1.09 0.60 0.94
C 2.17 1.57 0.86
C 1.57 -0.74 0.67
H -0.07 1.66 2.32
H 1.15 0.63 3.08
H -0.29 -0.11 2.33
H 2.60 1.54 -0.14
H 1.80 2.58 1.04
H 2.96 1.36 1.61
H 1.69 -0.90 -0.40
H 0.85 -1.46 1.05
H 2.53 -0.97 1.16
C -2.29 -0.65 -0.26
N -2.08 -0.38 -3.06
C -1.05 -0.94 -2.22
N -1.15 -1.17 -0.99
H -1.99 0.27 0.24
H -2.59 -1.38 0.49
H -3.16 -0.44 -0.89
H -1.75 0.46 -3.53
H -2.31 -1.04 -3.79
H -0.12 -1.19 -2.74

## Properties
M in g mol⁻¹: 117.2
SMILES string: C/N=C\N.CN(C)C
LUMO energy in Ha: 0.03478
Kohn-Sham gap in eV: 9.3

Here are the Mulliken charges for atoms 1 to 2, given in e: C -1.093; N 0.057


Short version: <Q>, <P>, most stable first.


<P>
# C5H15N3

A cluster of 2 separate species, C5H15N3 in total (wB97M-V/def2-TZVPD, OMol25).

CARTESIAN COORDINATES (ANGSTROEM)
C 2.52 -0.83 -0.06
C 1.56 -1.87 0.49
N 2.11 -3.21 0.34
N 1.92 0.51 0.04
H 3.47 -0.91 0.47
H 2.70 -1.06 -1.11
H 1.28 -1.62 1.53
H 0.62 -1.81 -0.08
H 1.40 -3.92 0.48
H 2.83 -3.38 1.04
H 1.96 0.81 1.01
H 2.49 1.19 -0.45
C -1.26 2.70 -1.35
C -1.55 1.61 -0.37
C -2.77 1.16 -0.12
N -3.12 0.16 0.80
H -2.17 2.97 -1.89
H -0.93 3.59 -0.80
H -0.47 2.44 -2.05
H -0.70 1.18 0.16
H -3.61 1.46 -0.74
H -3.99 0.35 1.27
H -2.39 -0.08 1.46

## Properties
M in g mol⁻¹: 117.2
SMILES string: C/C=C/N.NCCN
LUMO energy in Ha: 0.03792
Kohn-Sham gap in eV: 8.8

Here are the Mulliken charges for atoms 1 to 2, given in e: C -0.518; C -0.339


<Q>
# C5H15N3

A cluster of 2 separate species, C5H15N3 in total (wB97M-V/def2-TZVPD, OMol25).

CARTESIAN COORDINATES (ANGSTROEM)
C 0.74 2.82 -0.36
N 0.03 1.58 -0.14
N -1.14 1.45 -0.95
H 0.61 0.63 -0.29
H -1.83 2.13 -0.64
H -0.93 1.65 -1.93
H 1.08 2.95 -1.40
H 1.60 2.85 0.31
H 0.09 3.67 -0.12
C 0.36 -1.73 -1.56
C 0.85 -0.97 2.06
C -1.29 -1.52 0.78
C 0.19 -1.33 0.76
N 0.89 -1.24 -0.31
H 1.16 -1.65 -2.31
H 0.05 -2.78 -1.50
H -0.50 -1.13 -1.87
H 0.39 -0.09 2.49
H 0.73 -1.80 2.76
H -1.76 -0.74 0.18
H -1.55 -2.49 0.34
H 1.91 -0.79 1.91
H -1.68 -1.47 1.79

## Properties
M in g mol⁻¹: 117.2
SMILES string: CN=C(C)C.CNN
LUMO energy in Ha: 0.03894
Kohn-Sham gap in eV: 9.7

Here are the Mulliken charges for atoms 1 to 2, given in e: C -0.927; N -0.133


<R>
# C5H15N3

A cluster of 2 separate species, C5H15N3 in total (wB97M-V/def2-TZVPD, OMol25).

CARTESIAN COORDINATES (ANGSTROEM)
N -1.57 1.65 0.51
C -1.03 2.92 0.42
N -0.88 3.35 -0.89
N -0.64 3.66 1.38
H -1.93 1.39 1.40
H -1.98 1.30 -0.33
H -1.60 3.11 -1.54
H -0.43 4.23 -1.00
H -0.56 3.11 2.24
C 1.77 -2.69 1.20
C 0.90 -1.58 0.60
C 0.66 -1.90 -0.89
C -0.24 -0.86 -1.55
H 1.26 -3.65 1.08
H 2.00 -2.58 2.26
H 2.73 -2.72 0.69
H 1.39 -0.61 0.70
H -0.07 -1.57 1.10
H 0.16 -2.87 -0.90
H 1.60 -1.97 -1.44
H -1.22 -0.84 -1.05
H -0.47 -1.05 -2.59
H 0.15 0.15 -1.39

## Properties
M in g mol⁻¹: 117.2
SMILES string: N=C(N)N.CCCC
LUMO energy in Ha: 0.02823
Kohn-Sham gap in eV: 9.7

Here are the Mulliken charges for atoms 1 to 2, given in e: N -0.422; C 0.593


Short version: <R>, <P>, <Q>, most stable first.


<P>
# C5H15N3

A cluster of 2 separate species, C5H15N3 in total (wB97M-V/def2-TZVPD, OMol25).

CARTESIAN COORDINATES (ANGSTROEM)
C 2.80 -0.19 -1.00
C 1.16 1.56 -0.84
N 1.80 0.45 -0.17
N 0.81 -0.46 0.28
H 1.20 -1.02 1.03
H 0.53 -1.10 -0.47
H 3.28 -0.99 -0.43
H 3.56 0.54 -1.27
H 2.37 -0.61 -1.92
H 0.42 1.98 -0.17
H 0.68 1.26 -1.78
H 1.92 2.32 -1.06
C -2.16 -0.47 -0.64
C -1.73 0.44 1.69
C -1.76 -0.75 0.77
N -1.55 -1.94 1.11
H -1.31 -2.07 2.09
H -1.50 0.27 -1.08
H -2.13 -1.39 -1.22
H -1.31 1.31 1.18
H -1.15 0.23 2.58
H -2.76 0.69 1.99
H -3.17 -0.07 -0.66

## Properties
M in g mol⁻¹: 117.2
SMILES string: CC(C)=N.CN(C)N
LUMO energy in Ha: 0.03626
Kohn-Sham gap in eV: 9.9

Here are the Mulliken charges for atoms 1 to 2, given in e: C -0.970; C -0.718


<Q>
# C5H15N3

An isolated molecule of C5H15N3 (wB97M-V/def2-TZVPD, OMol25).

CARTESIAN COORDINATES (ANGSTROEM)
C 0.93 -0.38 0.35
C -1.66 -0.05 0.43
C -0.05 0.56 -0.19
C 2.31 0.50 -0.49
C -2.72 1.03 0.22
N 0.86 -1.74 0.00
N -1.92 -1.30 -0.28
N 3.37 0.58 0.50
H 1.13 -0.25 1.41
H -1.56 -0.28 1.49
H 0.35 -1.88 -0.88
H 0.37 -2.30 0.69
H -2.08 -1.11 -1.26
H -2.78 -1.75 0.05
H 3.97 1.37 0.29
H 3.90 -0.29 0.53
H 0.07 1.57 0.20
H -0.23 0.47 -1.26
H 2.56 -0.18 -1.31
H 2.16 1.48 -0.95
H -2.51 1.90 0.83
H -3.73 0.68 0.47
H -2.74 1.35 -0.83

## Properties
M in g mol⁻¹: 117.2
SMILES string: C[C@@H](N)C[C@@H](N)CN
LUMO energy in Ha: 0.04041
Kohn-Sham gap in eV: 8.4

Here are the Mulliken charges for atoms 1 to 2, given in e: C -0.287; C 0.047


Short version: <P>, <Q>, most stable first.


<P>
# C5H15N3

A structure of composition C5H15N3 (wB97M-V/def2-TZVPD, OMol25).

CARTESIAN COORDINATES (ANGSTROEM)
C 1.29 1.31 0.16
N 0.41 0.47 -0.62
C 0.91 -0.94 -0.69
C -0.10 -1.97 -1.22
C -1.43 -1.94 -0.23
N -0.75 -2.24 1.11
C 0.62 2.63 0.46
N -0.47 2.50 1.46
H 2.19 1.51 -0.43
H 1.42 0.85 1.13
H 0.08 0.82 -1.51
H 1.12 -1.17 0.35
H 1.76 -0.97 -1.35
H 0.27 -3.00 -1.13
H -0.54 -1.73 -2.18
H -1.96 -1.00 -0.53
H -2.02 -2.69 -0.76
H -0.91 -1.19 0.69
H -1.36 -2.58 1.86
H 0.21 2.97 -0.51
H 1.23 3.42 0.91
H -0.96 1.62 1.41
H -1.01 3.33 1.61

## Properties
M in g mol⁻¹: 117.2
LUMO energy in Ha: 0.03974
Kohn-Sham gap in eV: 9.6

Here are the Mulliken charges for atoms 1 to 2, given in e: C -0.540; N -0.162


<Q>
# C5H15N3

A cluster of 2 separate species, C5H15N3 in total (wB97M-V/def2-TZVPD, OMol25).

CARTESIAN COORDINATES (ANGSTROEM)
C 1.62 1.45 -0.35
C 3.11 0.17 1.17
C 2.90 -0.82 -0.99
C -3.71 -0.88 -0.10
C 2.59 0.30 -0.05
N -2.81 0.92 1.08
N -1.43 -0.36 -0.30
N -2.74 0.20 -0.15
H 1.94 2.06 -1.27
H 0.65 1.10 -0.58
H 1.63 2.22 0.43
H 3.04 0.97 1.87
H 3.60 -0.72 1.46
H -1.47 -1.40 0.02
H 3.74 -0.72 -1.64
H 3.12 -1.75 -0.33
H 2.10 -1.06 -1.63
H -3.40 -1.85 0.57
H -4.67 -0.47 0.33
H -3.82 -1.33 -1.01
H -2.46 1.84 0.84
H -2.28 0.53 1.90
H -1.28 -0.38 -1.25

## Properties
M in g mol⁻¹: 117.2
SMILES string: C=C(C)C.CN(N)N
LUMO energy in Ha: 0.03421
Kohn-Sham gap in eV: 10.0

Here are the Mulliken charges for atoms 1 to 2, given in e: C -0.819; C -1.051


<R>
# C5H15N3

A cluster of 2 separate species, C5H15N3 in total (wB97M-V/def2-TZVPD, OMol25).

CARTESIAN COORDINATES (ANGSTROEM)
C 2.76 0.22 1.42
C 2.40 1.15 0.29
N 0.93 1.00 0.17
C 0.41 2.07 -0.71
H 3.77 0.41 1.84
H 2.72 -0.87 1.26
H 2.08 0.53 2.19
H 2.84 0.78 -0.69
H 2.74 2.19 0.45
H 0.50 1.11 1.10
H -0.64 1.94 -0.80
H 0.69 3.06 -0.29
H 0.84 1.92 -1.72
C -2.31 -1.50 -1.87
N -2.06 -2.18 0.98
C -2.45 -0.94 0.47
N -2.59 -0.57 -0.80
H -2.05 -0.89 -2.76
H -3.24 -1.99 -2.14
H -1.49 -2.20 -1.69
H -1.84 -2.93 0.31
H -1.48 -2.19 1.77
H -2.54 -0.13 1.21

## Properties
M in g mol⁻¹: 117.2
SMILES string: C/N=C\N.CCNC
LUMO energy in Ha: 0.03270
Kohn-Sham gap in eV: 9.8

Here are the Mulliken charges for atoms 1 to 2, given in e: C -1.105; C -0.298


Short version: <R>, <Q>, <P>, most stable first.


<P>
# C8H13N3O

An isolated molecule of C8H13N3O (wB97M-V/def2-TZVPD, OMol25).

CARTESIAN COORDINATES (ANGSTROEM)
C -0.44 0.39 -0.74
C -1.05 1.16 0.18
C -2.40 -0.43 -0.67
C 1.03 0.32 -1.28
C 2.84 -0.27 0.16
C 4.12 0.26 0.75
C 2.50 -1.51 0.42
C -3.29 1.08 1.22
N -1.23 -0.59 -1.28
N -2.38 0.58 0.25
N -3.38 -1.49 -0.85
O 2.07 0.73 -0.41
H 1.16 -0.72 -1.65
H 1.06 0.96 -2.17
H 4.82 0.59 0.01
H 4.60 -0.56 1.39
H 3.88 1.05 1.35
H -0.69 2.09 0.69
H 3.05 -2.23 1.08
H 1.57 -1.93 -0.03
H -3.76 0.34 1.83
H -2.71 1.80 1.86
H -4.26 1.61 0.78
H -4.18 -1.15 -1.34
H -2.91 -2.09 -1.54

## Properties
M in g mol⁻¹: 167.2
SMILES string: C=C(C)OCc1cn(C)c(N)n1
LUMO energy in Ha: 0.02965
Kohn-Sham gap in eV: 9.2

Here are the Mulliken charges for atoms 1 to 2, given in e: C 0.292; C -0.250


<Q>
# C8H13N3O

A structure of composition C8H13N3O (wB97M-V/def2-TZVPD, OMol25).

CARTESIAN COORDINATES (ANGSTROEM)
C -3.19 -0.69 1.70
C -2.07 -0.42 0.74
C -1.80 -1.28 -0.42
C -0.61 -1.05 -1.05
C -0.51 -1.95 -2.31
C -0.08 0.64 0.41
C 2.49 0.84 0.63
C 3.08 1.65 -0.58
H -4.27 0.03 1.46
H -3.30 -1.81 1.67
H -3.13 -0.56 3.00
H -2.58 -2.03 -0.36
H -1.15 -3.14 -2.15
H -1.00 -1.28 -3.43
H 0.88 -1.76 -2.30
H 1.03 1.58 1.90
H 2.61 -0.23 0.13
H 2.88 1.30 1.47
H 2.85 1.39 -1.66
H 4.25 1.74 -0.48
H 1.35 2.24 0.49
N 0.34 -0.21 -0.60
N 0.91 1.54 0.82
N -1.23 0.53 1.16
O 2.23 2.90 -0.27

## Properties
M in g mol⁻¹: 167.2
LUMO energy in Ha: -0.00401
Kohn-Sham gap in eV: 7.6

Here are the Mulliken charges for atoms 1 to 2, given in e: C -1.034; C 0.828


Short version: <P>, <Q>, most stable first.


<P>
# C6H9N

An isolated molecule of C6H9N (wB97M-V/def2-TZVPD, OMol25).

CARTESIAN COORDINATES (ANGSTROEM)
C 1.60 -0.65 0.98
C 0.48 -0.23 0.08
C 0.62 0.66 -1.12
C -0.27 1.08 0.02
C -1.67 0.46 -0.05
N -1.75 -0.86 -0.96
C -0.85 -1.02 -0.04
H 1.23 -0.90 1.99
H 2.34 0.15 1.08
H 2.12 -1.54 0.58
H 1.57 1.20 -1.19
H 0.18 0.37 -2.07
H -0.08 1.98 0.61
H -2.46 0.65 0.68
H -2.09 0.54 -1.16
H -0.99 -1.89 0.57

## Properties
M in g mol⁻¹: 95.1
LUMO energy in Ha: 0.03761
Kohn-Sham gap in eV: 8.6

Here are the Mulliken charges for atoms 1 to 2, given in e: C -1.451; C 0.912


<Q>
# C6H9N

An isolated molecule of C6H9N (wB97M-V/def2-TZVPD, OMol25).

CARTESIAN COORDINATES (ANGSTROEM)
C -0.43 1.49 -0.15
C -0.55 -0.01 -0.03
C 0.43 -0.82 -0.88
C 1.83 -0.59 -0.50
C 2.98 -0.40 -0.18
C -1.05 -0.60 1.23
N -1.88 -0.62 0.02
H 0.57 1.82 0.14
H -1.16 2.00 0.48
H -0.60 1.81 -1.19
H 0.29 -0.56 -1.93
H 0.18 -1.88 -0.78
H 3.99 -0.24 0.10
H -0.69 -1.58 1.55
H -1.32 0.07 2.03
H -2.59 0.11 0.08

## Properties
M in g mol⁻¹: 95.1
SMILES string: C#CC[C@]1(C)CN1
LUMO energy in Ha: 0.03770
Kohn-Sham gap in eV: 10.6

Here are the Mulliken charges for atoms 1 to 2, given in e: C -1.352; C 1.053


<R>
# C6H9N

A structure of composition C6H9N (wB97M-V/def2-TZVPD, OMol25).

CARTESIAN COORDINATES (ANGSTROEM)
C 1.74 0.85 0.19
C 0.32 0.73 0.67
C 2.85 1.50 -0.12
C -1.38 1.37 -0.24
C -2.31 0.21 -0.36
C 0.85 -1.67 0.52
N 1.09 -0.34 0.52
H 3.58 1.00 -0.57
H 2.82 2.56 -0.24
H -1.67 2.18 0.52
H -1.78 -0.54 -0.93
H -3.11 0.61 -1.02
H -2.49 -0.16 0.65
H 0.05 -1.88 -0.23
H 1.80 -2.28 0.35
H 0.33 -2.11 1.49

## Properties
M in g mol⁻¹: 95.1
LUMO energy (alpha / beta) in Ha: 0.00155 / 0.00054
Kohn-Sham gap (alpha / beta) in eV: 7.6 / 7.2

Here are the Mulliken charges for atoms 1 to 2, given in e: C 0.561; C -0.430


Short version: <Q>, <P>, <R>, most stable first.


<P>
# C4H7NO

An isolated molecule of C4H7NO (wB97M-V/def2-TZVPD, OMol25).

CARTESIAN COORDINATES (ANGSTROEM)
C 1.19 0.46 1.19
N -0.04 -0.86 -0.44
C -1.41 -0.67 0.07
C -0.60 0.49 -0.28
O 0.06 1.25 0.63
C -0.09 0.07 -1.58
H 2.03 0.43 0.49
H 1.37 1.05 2.07
H 1.03 -0.60 1.49
H -2.21 -1.08 -0.53
H -1.50 -0.80 1.15
H 0.87 0.53 -1.83
H -0.70 -0.24 -2.43

## Properties
M in g mol⁻¹: 85.1
SMILES string: COC12CN1C2
LUMO energy in Ha: 0.04016
Kohn-Sham gap in eV: 10.8

Here are the Mulliken charges for atoms 1 to 2, given in e: C -0.700; N -0.440


<Q>
# C4H7NO

An isolated molecule of C4H7NO (wB97M-V/def2-TZVPD, OMol25).

CARTESIAN COORDINATES (ANGSTROEM)
O -1.03 -2.19 -0.77
C -0.46 -1.18 -0.36
C -0.31 0.06 -1.17
C 0.03 1.16 -0.16
C 0.63 0.37 1.04
N 0.04 -0.95 0.88
H 0.44 -0.07 -1.95
H -1.33 -0.25 -1.73
H 0.75 1.90 -0.54
H -0.86 1.70 0.17
H 1.73 0.31 0.99
H 0.36 0.80 2.01
H 0.00 -1.65 1.60

## Properties
M in g mol⁻¹: 85.1
SMILES string: O=C1CCCN1
LUMO energy in Ha: 0.03355
Kohn-Sham gap in eV: 10.5

Here are the Mulliken charges for atoms 1 to 2, given in e: O -0.665; C 0.360


<R>
# C4H7NO

An isolated molecule of C4H7NO (wB97M-V/def2-TZVPD, OMol25).

CARTESIAN COORDINATES (ANGSTROEM)
C 1.37 0.69 0.38
C -0.08 0.66 -0.11
C -0.38 -0.49 -1.09
N -1.02 -1.52 -0.26
C -1.31 -0.94 0.82
O -0.95 0.34 1.01
H 1.40 1.08 1.40
H 1.98 1.34 -0.25
H 1.81 -0.31 0.38
H -0.39 1.64 -0.48
H -1.09 -0.20 -1.88
H 0.52 -0.89 -1.58
H -1.85 -1.39 1.65

## Properties
M in g mol⁻¹: 85.1
SMILES string: C[C@H]1CN=CO1
LUMO energy in Ha: 0.03688
Kohn-Sham gap in eV: 10.6

Here are the Mulliken charges for atoms 1 to 2, given in e: C -1.328; C 0.452


<S>
# C4H7NO

An isolated molecule of C4H7NO (wB97M-V/def2-TZVPD, OMol25).

CARTESIAN COORDINATES (ANGSTROEM)
O 2.51 -0.74 -0.30
N 1.83 0.44 0.01
C 0.59 0.24 0.03
C -0.31 -0.95 -0.18
C -1.52 -0.02 0.08
C -0.56 1.19 0.28
H 3.43 -0.47 -0.29
H -0.25 -1.38 -1.19
H -0.17 -1.76 0.55
H -2.20 0.08 -0.77
H -2.11 -0.27 0.96
H -0.66 2.00 -0.45
H -0.57 1.64 1.28

## Properties
M in g mol⁻¹: 85.1
SMILES string: ON=C1CCC1
LUMO energy in Ha: 0.04092
Kohn-Sham gap in eV: 10.6

Here are the Mulliken charges for atoms 1 to 2, given in e: O -0.376; N -0.590


Short version: <Q>, <R>, <S>, <P>, most stable first.


<P>
# C4H7NO

An isolated molecule of C4H7NO (wB97M-V/def2-TZVPD, OMol25).

CARTESIAN COORDINATES (ANGSTROEM)
O 2.59 0.02 -0.57
N 1.82 0.22 0.57
C 0.77 0.88 0.47
C -0.59 -0.91 -0.55
C -1.52 0.12 0.10
C -0.51 1.14 0.65
H 3.42 -0.32 -0.20
H -0.86 -1.47 -1.44
H -0.22 -1.56 0.25
H -2.28 0.55 -0.58
H -2.11 -0.28 0.94
H 0.27 -0.32 -0.95
H -0.78 1.94 1.32

## Properties
M in g mol⁻¹: 85.1
SMILES string: CCC=C=NO
LUMO energy in Ha: 0.02903
Kohn-Sham gap in eV: 9.6

Here are the Mulliken charges for atoms 1 to 2, given in e: O -0.326; N -0.424


<Q>
# C4H7NO

An isolated molecule of C4H7NO (wB97M-V/def2-TZVPD, OMol25).

CARTESIAN COORDINATES (ANGSTROEM)
C 1.40 0.07 0.87
C 0.60 0.50 -0.33
N 0.24 -0.51 -1.28
C -0.86 0.35 -0.39
C -1.72 -0.66 0.33
O -2.43 -1.31 -0.43
H 1.10 -0.93 1.21
H 1.26 0.80 1.68
H 2.46 0.02 0.61
H 0.90 1.46 -0.75
H 0.21 -0.17 -2.25
H -1.45 1.26 -0.71
H -1.72 -0.87 1.45

## Properties
M in g mol⁻¹: 85.1
SMILES string: C[C@H]1N[C@H]1C=O
LUMO energy in Ha: 0.02948
Kohn-Sham gap in eV: 10.6

Here are the Mulliken charges for atoms 1 to 2, given in e: C -1.272; C 0.475


<R>
# C4H7NO

A cluster of 2 separate species, C4H7NO in total (wB97M-V/def2-TZVPD, OMol25).

CARTESIAN COORDINATES (ANGSTROEM)
O -3.09 -0.44 0.63
C -2.51 0.37 0.09
C -0.08 0.56 1.57
N 0.64 -0.34 1.05
C 0.41 -0.57 -1.34
C 1.28 0.00 -0.21
H -0.64 -0.40 -1.09
H -0.67 0.33 2.45
H -0.18 1.57 1.15
H 0.60 -0.08 -2.29
H 0.56 -1.65 -1.44
H 2.29 -0.43 -0.23
H 1.39 1.09 -0.33

## Properties
M in g mol⁻¹: 85.1
LUMO energy in Ha: 0.03286
Kohn-Sham gap in eV: 10.7

Here are the Mulliken charges for atoms 1 to 2, given in e: O -0.161; C 0.095


Short version: <R>, <Q>, <P>, most stable first.